C39H43AgN5O2S as an isolated structure, computed with ωB97M-V with the def2-TZVPD basis set.

Results
Frontier orbital gap (alpha / beta), hartree: 0.2023 / 0.1927
Net charge: -1
ΔE to the lowest compared entry with this formula, charge and spin, kcal/mol: 76.6
E_tot, eV: -67518.9450
Highest occupied orbital energy (alpha / beta), eV: -2.9 / -2.7
LUMO (alpha / beta), eV: 2.568 / 2.568

Cartesian coordinates (Å):
1 Ag 0.7111 -0.8826 -0.5839
2 O -0.0102 -0.3444 2.8772
3 C -1.2941 -0.9186 3.3402
4 C -1.6826 -0.1566 4.5831
5 C -2.1586 1.3392 4.3133
6 C -3.6333 1.4855 3.9083
7 C -4.6934 0.9744 4.6575
8 C -5.9620 1.2471 4.2609
9 C -6.2303 2.0488 3.1518
10 C -5.1198 2.5458 2.4896
11 N -3.8968 2.2148 2.8260
12 H 0.6259 -1.0744 2.7797
13 H -1.2291 -2.0200 3.4862
14 H -2.0461 -0.8454 2.5519
15 H -0.9110 -0.1688 5.3693
16 H -2.5093 -0.7747 5.0143
17 H -1.5821 1.8637 3.5185
18 H -2.0700 1.8452 5.2706
19 H -4.4144 0.2454 5.4784
20 H -6.8439 0.8225 4.7716
21 H -7.2036 2.2960 2.8659
22 H -5.2106 3.1151 1.5698
23 C 4.2150 -0.6108 -4.1279
24 C 5.0277 -1.5642 -3.2515
25 N 4.2898 -2.1951 -2.1600
26 C 4.0645 -3.6484 -2.3014
27 C 2.6636 -3.9017 -2.8777
28 C 3.8285 -1.4923 -1.1198
29 S 2.7863 -2.2756 0.0079
30 N 4.2270 -0.2213 -0.9786
31 C 3.4249 0.8222 -0.9547
32 O 2.1636 0.7990 -1.1151
33 C 4.0634 2.1642 -0.7157
34 C 3.2890 3.2422 -1.2228
35 C 3.8204 4.5042 -1.1723
36 C 5.1378 4.7182 -0.7339
37 C 5.8486 3.6838 -0.1746
38 C 5.3154 2.3778 -0.1720
39 H 4.9288 -0.2278 -4.9078
40 H 3.8558 0.1859 -3.4521
41 H 3.3891 -1.1509 -4.6332
42 H 5.8139 -0.9837 -2.7668
43 H 5.5083 -2.3747 -3.8677
44 H 4.1600 -4.0823 -1.2943
45 H 4.8638 -4.0654 -2.9719
46 H 1.8517 -3.6387 -2.1997
47 H 2.5054 -4.9641 -3.0336
48 H 2.5405 -3.3627 -3.8411
49 H 2.2878 3.1044 -1.5994
50 H 3.1916 5.3392 -1.4351
51 H 5.6148 5.6946 -0.9149
52 H 6.7873 3.9849 0.2616
53 H 5.8952 1.5293 0.1789
54 C -1.3947 -7.0299 -0.6651
55 C -1.2792 -6.1555 -1.7237
56 C -1.3065 -4.8027 -1.4583
57 C -1.3907 -4.3357 -0.1360
58 C -1.5437 -5.2208 0.9462
59 C -1.4741 -6.5562 0.6580
60 C -1.3730 -2.9050 0.2735
61 C -1.2284 -1.7557 -0.4329
62 C -2.0469 -1.1070 -1.4557
63 C -1.6811 0.1699 -1.9206
64 C -2.3436 0.7510 -3.0128
65 C -3.4661 0.1123 -3.5288
66 C -3.9327 -1.0712 -2.9666
67 C -3.1771 -1.6879 -2.0023
68 H -1.4170 -8.1277 -0.7857
69 H -1.2559 -6.4688 -2.7836
70 H -1.3145 -4.0569 -2.2628
71 H -1.6137 -4.8716 1.9724
72 H -1.5087 -7.3234 1.4502
73 H -1.4288 -2.8581 1.3635
74 H -0.8118 0.6306 -1.4205
75 H -1.9772 1.6836 -3.4306
76 H -3.9637 0.5505 -4.4231
77 H -4.8763 -1.4991 -3.3717
78 H -3.3609 -2.6471 -1.5343
79 N -0.2817 6.4135 2.0988
80 C -0.6316 5.2611 1.4595
81 C -0.2095 3.9657 2.0138
82 C -0.4689 2.8372 1.2422
83 N -1.0775 2.8489 0.0352
84 C -1.4298 4.0790 -0.4897
85 C -1.3303 5.2907 0.2204
86 H 0.5653 6.4517 2.6695
87 H -0.4730 7.3087 1.6448
88 H 0.2876 3.8055 2.9472
89 H -0.2550 1.7874 1.5506
90 H -1.8035 4.0659 -1.4946
91 H -1.7209 6.2192 -0.1995



C39H43As2ClHgSi2 as an isolated structure, computed with ωB97M-V with the def2-TZVPD basis set.

Results
Frontier orbital gap (alpha / beta), hartree: 0.1374 / 0.1377
ΔE to the lowest compared entry with this formula, charge and spin, kcal/mol: 93.2
E_tot, eV: -195264.4820
Highest occupied orbital energy (alpha / beta), eV: -6.1 / -6.2
LUMO (alpha / beta), eV: -2.410 / -2.407

Cartesian coordinates (Å):
1 C 0.7417 -1.7602 -0.4071
2 C 0.8008 -1.5456 -1.8116
3 C 1.7377 -0.5006 -2.0532
4 H 0.2298 -2.0814 -2.5678
5 C 2.2200 -0.0340 -0.7976
6 C 1.6120 -0.8201 0.2179
7 H 1.7974 -0.7404 1.2884
8 H 0.1561 -2.5226 0.1011
9 H 2.0359 -0.1265 -3.0289
10 H 2.9284 0.7763 -0.6445
11 Hg -3.4201 4.0008 -0.3017
12 Si -3.3351 5.9083 -1.8890
13 C -4.8965 5.8255 -2.9106
14 C -5.8861 6.8171 -2.8403
15 H -5.8903 7.5400 -2.0240
16 C -6.8712 6.8843 -3.8330
17 H -7.6019 7.6931 -3.8168
18 C -6.9173 5.9179 -4.8417
19 H -7.6657 5.9853 -5.6329
20 C -6.0290 4.8398 -4.8164
21 H -6.0976 4.0439 -5.5610
22 C -5.0344 4.7767 -3.8329
23 H -4.3620 3.9189 -3.7639
24 C -2.1010 6.8364 -3.0274
25 C -2.3964 7.2723 -4.3334
26 H -3.2773 6.8964 -4.8525
27 C -1.5905 8.2303 -4.9721
28 H -1.8801 8.6072 -5.9553
29 C -0.4337 8.7103 -4.3595
30 H 0.1724 9.4760 -4.8451
31 C -0.0680 8.1949 -3.1114
32 H 0.8492 8.5443 -2.6396
33 C -0.8822 7.2521 -2.4689
34 H -0.5771 6.8687 -1.4959
35 H -2.5080 4.5469 -1.8493
36 Si -0.0942 2.1633 -3.5599
37 C 1.6148 2.3560 -4.2406
38 C 2.1359 1.8520 -5.4616
39 H 1.4736 1.3209 -6.1528
40 C 3.4859 2.0687 -5.7799
41 H 3.8773 1.7067 -6.7371
42 C 4.3344 2.7477 -4.8847
43 H 5.3963 2.8737 -5.1156
44 C 3.8215 3.2752 -3.6889
45 H 4.4674 3.8177 -2.9848
46 C 2.4719 3.1183 -3.3890
47 H 2.0547 3.5795 -2.4853
48 C -1.4685 1.0335 -4.1012
49 C -1.3531 -0.1468 -4.8763
50 H -0.3888 -0.4040 -5.3279
51 C -2.4591 -0.9933 -5.0288
52 H -2.3614 -1.9080 -5.6197
53 C -3.6903 -0.6843 -4.4388
54 H -4.5318 -1.3736 -4.5262
55 C -3.8394 0.5056 -3.7131
56 H -4.7967 0.7659 -3.2521
57 C -2.7521 1.3751 -3.5838
58 H -2.8856 2.3080 -3.0302
59 H -0.0289 2.1663 -2.1549
60 Cl -3.5747 7.3050 -0.3545
61 C -1.2121 2.2833 4.6606
62 As -1.7529 1.9045 2.8158
63 C -0.1387 2.5523 1.8939
64 C -1.1800 -0.0058 2.8251
65 C -0.0520 -0.4602 3.5010
66 C 0.2501 -1.8295 3.5098
67 C -0.5943 -2.7407 2.8789
68 C -1.7264 -2.2844 2.1831
69 C -1.9885 -0.9195 2.1205
70 As -3.5233 -0.2010 1.0579
71 C -3.2931 -1.4209 -0.4545
72 C -4.8904 -1.2397 1.9838
73 H -1.7365 3.2079 4.9373
74 H -0.1253 2.4111 4.7173
75 H -1.5568 1.4529 5.2856
76 H 0.7185 2.4399 2.5664
77 H 0.0028 1.9733 0.9754
78 H -0.3180 3.6122 1.6639
79 H 0.5958 0.2377 4.0308
80 H 1.1502 -2.1829 4.0202
81 H -0.3804 -3.8115 2.9111
82 H -2.3840 -3.0037 1.6918
83 H -3.7106 -2.3951 -0.1843
84 H -3.8412 -0.9850 -1.2966
85 H -2.2289 -1.4927 -0.6980
86 H -5.2767 -2.0028 1.3040
87 H -4.4689 -1.6822 2.8878
88 H -5.6820 -0.5310 2.2466



C39H43B3F3N7O4 as an isolated structure, computed with ωB97M-V with the def2-TZVPD basis set.

Results
Frontier orbital gap, hartree: 0.3552
E_tot, eV: -69948.0927
Highest occupied orbital energy, eV: -9.5
LUMO, eV: 0.211

Cartesian coordinates (Å):
1 C -1.0176 0.0591 -6.3542
2 C -1.5936 -1.0973 -5.5531
3 O -0.6631 -1.8812 -4.8422
4 C 0.2055 -1.1674 -3.9946
5 B -0.4759 -0.3850 -2.8152
6 O -1.7590 -0.6888 -2.3904
7 B -2.4212 0.3327 -1.7470
8 O -1.6752 1.1297 -0.8781
9 B -0.5385 1.5477 -1.5281
10 C -0.1877 3.1214 -1.5663
11 F -0.8514 3.7224 -2.5894
12 F -0.5465 3.7490 -0.4102
13 F 1.1349 3.3448 -1.7621
14 O 0.2379 0.6353 -2.1750
15 H -0.3823 0.7237 -5.7793
16 H -0.4976 -0.2982 -7.2363
17 H -1.8543 0.6579 -6.7089
18 H -2.0625 -1.7803 -6.2557
19 H -2.3989 -0.7434 -4.9055
20 H 0.8911 -0.5043 -4.5239
21 H 0.8471 -1.9124 -3.5226
22 H -3.5538 0.5908 -1.9783
23 N 2.8193 -3.9289 -2.7143
24 C 1.8934 -3.8123 -1.7671
25 C 1.3424 -4.8874 -1.0876
26 C 1.7800 -6.1607 -1.4133
27 C 2.7452 -6.3021 -2.3962
28 C 3.2301 -5.1588 -3.0138
29 H 1.5802 -2.7975 -1.5435
30 H 0.5909 -4.7298 -0.3264
31 H 1.3812 -7.0304 -0.9050
32 H 3.1159 -7.2784 -2.6777
33 H 3.9872 -5.2258 -3.7871
34 N -5.8824 3.6334 1.9580
35 C -5.6518 2.4541 2.5286
36 C -4.4469 1.7739 2.4299
37 C -3.4233 2.3493 1.6949
38 C -3.6484 3.5758 1.0915
39 C -4.8895 4.1733 1.2550
40 H -6.4778 2.0363 3.0936
41 H -4.3172 0.8175 2.9179
42 H -2.4705 1.8483 1.5905
43 H -2.8818 4.0608 0.5047
44 H -5.1030 5.1351 0.8012
45 N -0.8419 9.1071 1.0107
46 C -1.7178 9.1782 2.0105
47 C -2.2795 8.0680 2.6243
48 C -1.9096 6.8126 2.1706
49 C -1.0001 6.7175 1.1274
50 C -0.4999 7.8926 0.5891
51 H -1.9786 10.1788 2.3365
52 H -2.9760 8.1870 3.4407
53 H -2.3240 5.9207 2.6245
54 H -0.6820 5.7626 0.7441
55 H 0.2152 7.8651 -0.2245
56 N -2.2600 8.5107 5.9292
57 C -2.8879 9.0054 6.9936
58 C -2.4155 8.8791 8.2907
59 C -1.2258 8.1993 8.4940
60 C -0.5607 7.6781 7.3968
61 C -1.1182 7.8620 6.1406
62 H -3.8161 9.5283 6.7916
63 H -2.9673 9.3032 9.1180
64 H -0.8234 8.0784 9.4914
65 H 0.3707 7.1409 7.5090
66 H -0.6284 7.4737 5.2534
67 N 2.7571 6.8503 -5.8425
68 C 2.4572 5.8055 -5.0752
69 C 1.9861 5.9128 -3.7749
70 C 1.8219 7.1800 -3.2420
71 C 2.1297 8.2799 -4.0250
72 C 2.5907 8.0602 -5.3142
73 H 2.6037 4.8320 -5.5306
74 H 1.7559 5.0285 -3.2000
75 H 1.4602 7.3091 -2.2314
76 H 2.0155 9.2864 -3.6470
77 H 2.8410 8.8938 -5.9611
78 N 1.7816 -9.7786 -0.8002
79 C 2.3818 -10.9160 -0.4503
80 C 2.4622 -12.0230 -1.2831
81 C 1.8907 -11.9479 -2.5427
82 C 1.2639 -10.7715 -2.9206
83 C 1.2395 -9.7239 -2.0140
84 H 2.8163 -10.9337 0.5432
85 H 2.9632 -12.9206 -0.9485
86 H 1.9340 -12.7913 -3.2198
87 H 0.8053 -10.6662 -3.8940
88 H 0.7584 -8.7851 -2.2689
89 N 3.6040 -10.8952 2.9822
90 C 3.3656 -11.9136 3.8056
91 C 2.8810 -11.7623 5.0954
92 C 2.6314 -10.4808 5.5578
93 C 2.8748 -9.4098 4.7144
94 C 3.3579 -9.6703 3.4412
95 H 3.5759 -12.8999 3.4067
96 H 2.7046 -12.6276 5.7190
97 H 2.2529 -10.3197 6.5588
98 H 2.6944 -8.3928 5.0334
99 H 3.5579 -8.8603 2.7485